# 1
Density functional theory data (wB97M-V/def2-TZVPD) for C24H17ClF9IMgNO4 as an isolated structure.

Results
E_HOMO = -4.06 eV
2S+1 = 1
Max |F| = 0.02322 Eh/bohr
Charge = -1
Orbital gap = 5.97 eV
DFT total energy = -85376.784 eV
E_LUMO = 0.0702 Eh

XYZ file:
```
58
Properties=species:S:1:pos:R:3:mulliken_charge:R:1
Mg 0.38989 -0.43617 0.34582 2.45
O -1.36720 -1.53246 -0.88199 -0.39
C -1.55190 -0.94800 -2.15313 -0.93
C -0.60603 0.19481 -2.43457 0.85
C -0.91890 1.19982 -3.34148 -1.09
C 0.01370 2.19180 -3.58029 -0.42
C 1.22977 2.14721 -2.91299 -1.17
C 1.44662 1.12353 -2.00960 -0.01
N 0.55021 0.16270 -1.77877 0.33
H -1.65863 -0.89375 -0.20642 0.22
H -2.58351 -0.61395 -2.30173 0.41
H -1.34233 -1.73564 -2.88232 0.34
H -1.88348 1.20594 -3.83273 0.49
H -0.20746 2.99864 -4.26785 0.40
H 1.99219 2.89536 -3.08201 0.51
H 2.36286 1.05286 -1.44079 0.47
Cl 4.85177 -1.50076 -5.09981 -0.29
C 4.14184 -1.54929 -3.49868 0.40
C 3.03080 -2.34535 -3.26091 -0.87
C 2.46093 -2.36051 -2.00225 -0.25
C 2.96065 -1.57911 -0.93888 0.31
C 2.29212 -1.52840 0.34882 -1.83
C 4.11772 -0.82285 -1.21944 -0.21
C 4.69678 -0.79715 -2.47739 -0.66
H 2.62416 -2.94574 -4.06531 0.39
H 1.58463 -2.97382 -1.81889 0.42
H 1.91933 -2.51669 0.63234 0.47
H 2.95342 -1.15309 1.13236 0.41
H 4.55659 -0.23224 -0.42194 0.34
H 5.58421 -0.20646 -2.66884 0.39
F -2.05310 -1.53833 4.93854 -0.26
C -1.91395 -1.66438 3.60265 0.32
F -2.78011 -0.80857 3.03861 -0.23
F -2.31405 -2.90817 3.27853 -0.28
C -0.46758 -1.39463 3.05556 0.71
O -0.54258 -1.28502 1.72814 -1.14
C 0.42635 -2.60821 3.50654 0.56
F 1.73536 -2.32522 3.47342 -0.23
F 0.22113 -3.65556 2.69944 -0.24
F 0.15020 -3.01649 4.76853 -0.29
C 0.07541 -0.10155 3.75103 0.34
F 0.23647 -0.23195 5.08808 -0.28
F 1.26262 0.24712 3.24791 -0.21
F -0.76583 0.92732 3.55054 -0.26
I -2.02998 8.09581 0.90909 0.03
C -1.55030 6.04785 0.72541 0.04
C -0.30812 5.69043 0.22910 -0.62
C 0.01794 4.34449 0.14671 -0.33
C -0.90261 3.37378 0.51780 0.01
C -2.15098 3.75428 0.99142 -0.41
C -2.47724 5.09730 1.11608 -0.57
C -0.55054 1.90702 0.42413 1.23
O -1.45694 1.10361 0.10620 -0.84
O 0.64041 1.57883 0.66204 -1.13
H 0.39802 6.44543 -0.08877 0.37
H 0.99696 4.03758 -0.19755 0.43
H -2.86564 2.98905 1.26611 0.44
H -3.44084 5.39118 1.50922 0.37
```

***

# 2
Density functional theory data (wB97M-V/def2-TZVPD) for C15H19BBaF5O19PPd as an isolated structure.

Results
E_HOMO (spin up / spin down) = -7.13 / -6.99 eV
2S+1 = 3
Max |F| = 0.06887 Eh/bohr
Orbital gap (spin up / spin down) = 6.66 / 6.52 eV
DFT total energy = -82492.479 eV
Energy relative to the best compared isomer or geometry (same formula, charge and spin) = 0.0 kcal/mol
⟨S²⟩ = 2.007
E_LUMO (spin up / spin down) = -0.0173 / -0.0174 Eh

XYZ file:
```
62
Properties=species:S:1:pos:R:3:mulliken_charge:R:1
Pd 1.62838 21.26163 -3.63209 0.46
Ba -1.74772 19.66950 -2.92781 1.93
B 0.38713 21.33885 -1.57097 0.64
H 1.40082 21.79761 -1.26323 -0.22
H -0.28835 21.30023 -0.63130 -0.37
H -0.11963 21.91620 -2.40019 -0.07
H 0.56648 20.32826 -2.02850 0.11
P 0.43204 19.20325 -5.08083 1.08
O -0.39524 18.14623 -4.30918 -0.96
O 1.88582 19.35952 -4.43661 -0.60
O -0.07714 20.58410 -4.51757 -0.80
O 0.77754 19.16010 -6.53766 -0.70
C 4.45458 25.77285 -1.59315 -0.40
C 3.89457 26.29731 -2.91391 0.34
O 3.11018 25.24001 -3.39192 -0.20
C 3.33132 24.14276 -2.65712 0.35
O 2.83532 23.08475 -2.86653 -0.30
O 4.17888 24.37402 -1.64051 -0.31
F 4.89001 26.61888 -3.78320 -0.34
H 3.94452 26.18303 -0.71822 0.14
H 5.52317 25.91692 -1.44055 0.33
H 3.34617 27.20468 -2.66146 0.30
C 0.73561 23.92721 0.66874 0.13
C 1.77924 24.31080 1.71468 0.38
O 1.89707 25.71498 1.53176 -0.33
C 1.33122 26.06550 0.37840 0.61
O 1.28304 27.20371 -0.01613 -0.59
O 0.87204 24.99616 -0.27784 -0.20
F 3.03438 23.85792 1.30904 -0.26
H -0.26834 24.00994 1.09305 0.18
H 0.98593 22.96925 0.21983 -0.52
H 1.55233 23.82682 2.66596 0.33
C 5.85969 18.40662 -0.67821 -0.42
C 5.89009 18.01192 -2.14630 0.27
O 5.05949 18.93474 -2.77039 -0.25
C 4.29935 19.55637 -1.79696 0.34
O 3.39450 20.27154 -2.03218 -0.30
O 4.54593 18.98017 -0.60509 -0.28
F 5.35507 16.75387 -2.28990 -0.30
H 6.65298 19.09909 -0.40284 0.29
H 5.89438 17.50447 -0.07452 0.29
H 6.89214 18.02321 -2.57867 0.29
C -3.12148 20.32922 3.19853 -0.44
C -1.64712 20.21878 3.30458 0.39
O -1.39944 19.39091 2.18375 -0.26
C -2.24039 19.79598 1.22495 0.45
O -2.02621 19.64654 0.06385 -0.42
O -3.20883 20.56344 1.77426 -0.30
F -1.26052 19.52847 4.39915 -0.29
H -3.61395 21.15598 3.70008 0.29
H -3.53737 19.35925 3.48064 0.28
H -1.16141 21.19435 3.24628 0.21
C 1.07105 26.11875 -6.60523 -0.46
C 0.35871 25.21310 -7.61192 0.32
O 0.35371 23.97909 -6.95246 -0.27
C 0.36547 24.19710 -5.60394 0.59
O -0.00536 23.44071 -4.78106 -0.47
O 0.79841 25.46577 -5.36158 -0.24
F 1.03672 25.06499 -8.76946 -0.30
H 0.56666 27.08151 -6.54979 0.25
H 2.13741 26.23025 -6.78895 0.28
H -0.65044 25.57592 -7.81151 0.27
```

***

> Look up the max |F| of the second one.

0.06887 Eh/bohr

***

> The highest 2S+1 belongs to which entry?

C15H19BBaF5O19PPd

***

> Among the records above, which one has the highest DFT total energy?

C15H19BBaF5O19PPd